1.
DFT (ωB97M-V with the def2-TZVPD basis set) results for a single C15H22N2O4 molecule.

Results
HOMO	-9.0	eV
energy relative to the best compared isomer or geometry (same formula, charge and spin)	123.4	kcal/mol
HOMO-LUMO gap	9.72	eV
LUMO	0.02782	Ha

The geometry in ORCA input format:
```
! wB97M-V def2-TZVPD RIJCOSX def2/J DEFGRID3
* xyz 0 1
O -0.971 -0.927 -0.682
C -0.510 -0.341 0.284
N -0.210 0.981 0.252
C -0.415 1.784 -0.932
C -1.860 2.272 -0.985
O -2.008 3.086 -2.137
C 0.521 2.976 -0.819
O 0.722 3.526 0.260
N 1.116 3.422 -1.928
C 2.038 4.546 -2.005
C 2.422 4.550 -3.483
C 2.119 3.111 -3.883
O 0.916 2.811 -3.172
C -0.244 -1.043 1.592
C -1.419 -1.899 2.139
C -0.434 -3.044 2.350
C 0.610 -2.337 1.489
C -0.159 -3.746 3.667
C -0.694 -4.476 2.489
C -1.795 -5.413 2.185
C -0.368 -5.702 1.735
H 0.132 1.465 1.068
H -0.203 1.188 -1.817
H -2.509 1.392 -1.023
H -2.067 2.836 -0.069
H -2.921 3.376 -2.197
H 1.557 5.463 -1.669
H 2.893 4.352 -1.354
H 1.772 5.222 -4.043
H 3.457 4.839 -3.645
H 1.902 2.965 -4.937
H 2.914 2.429 -3.564
H 0.148 -0.359 2.344
H -1.933 -1.508 3.018
H -2.140 -2.115 1.349
H 0.627 -2.712 0.465
H 1.625 -2.279 1.882
H 0.877 -3.916 3.936
H -0.824 -3.535 4.496
H -2.197 -6.015 2.989
H -2.506 -5.118 1.424
H -0.150 -5.618 0.678
H 0.168 -6.486 2.254
*
```

2.
DFT (ωB97M-V with the def2-TZVPD basis set) results for 2 unconnected molecules or ions with the total composition C5H16NO.

Results
HOMO	-14.0	eV
energy relative to the best compared isomer or geometry (same formula, charge and spin)	51.4	kcal/mol
HOMO-LUMO gap	10.58	eV
LUMO	-0.12648	Ha

The geometry in ORCA input format:
```
! wB97M-V def2-TZVPD RIJCOSX def2/J DEFGRID3
* xyz 1 1
C 0.084 1.297 -0.568
C -1.265 0.418 -0.190
C -0.919 -1.058 0.204
C -0.294 -1.012 1.599
C -0.894 -0.232 2.772
N 0.484 0.956 -1.940
H 0.764 1.055 0.169
H -0.326 2.316 -0.578
H -1.725 0.794 0.763
H -2.067 0.634 -0.863
H -1.733 -1.842 0.073
H -0.062 -1.332 -0.510
H -0.230 -2.086 1.951
H 0.871 -0.946 1.550
H -1.126 0.774 2.495
H -0.189 -0.175 3.536
H -1.910 -0.729 3.147
H 1.551 0.895 -1.946
H -0.006 0.076 -2.159
H 0.117 1.677 -2.641
H 2.336 -0.973 -2.633
H 3.724 -0.210 -2.179
O 2.815 -0.298 -2.051
*
```

3.
DFT (ωB97M-V with the def2-TZVPD basis set) results for a molecular structure, C5H7FIN2.

Results
HOMO	-12.8	eV
energy relative to the best compared isomer or geometry (same formula, charge and spin)	30.1	kcal/mol
HOMO-LUMO gap	8.32	eV
LUMO	-0.16652	Ha

The geometry in ORCA input format:
```
! wB97M-V def2-TZVPD RIJCOSX def2/J DEFGRID3
* xyz 1 1
C 1.354 -1.131 0.711
C 2.032 -0.356 -0.320
C 0.038 -0.783 0.993
C 1.433 0.808 -0.763
C -0.617 0.364 0.456
N 0.251 1.209 -0.233
N -1.967 -0.310 -0.672
F -0.344 2.336 -0.700
I -1.727 1.494 2.060
H 1.806 -2.006 1.189
H 3.011 -0.490 -0.809
H -0.325 -1.399 1.700
H 1.755 1.635 -1.432
H -2.631 0.354 -1.050
H -2.468 -0.695 0.138
H -1.601 -1.030 -1.268
*
```

4.
DFT (ωB97M-V with the def2-TZVPD basis set) results for a molecular structure, C12H15BCl2N6O2Pd.

Results
HOMO (spin up / spin down)	-15.6 / -15.6	eV
energy relative to the best compared isomer or geometry (same formula, charge and spin)	0.2	kcal/mol
⟨S²⟩	2.013
HOMO-LUMO gap (spin up / spin down)	5.96 / 4.30	eV
LUMO (spin up / spin down)	-0.35460 / -0.41395	Ha

The geometry in ORCA input format:
```
! wB97M-V def2-TZVPD RIJCOSX def2/J DEFGRID3
* xyz 2 3
C 0.108 2.896 0.432
N 0.254 1.686 -0.112
N 0.494 1.837 -1.462
C 0.375 3.142 -1.789
C 0.149 3.849 -0.602
B 0.720 0.590 -2.366
N 1.760 -0.342 -1.671
N 1.640 -0.683 -0.327
C 2.691 -1.454 0.006
C 3.428 -1.703 -1.159
C 2.805 -1.008 -2.187
Pd 0.014 -0.218 0.808
N -0.607 -0.188 -2.256
N -1.063 -0.584 -1.015
C -2.178 -1.303 -1.202
C -2.461 -1.338 -2.578
C -1.450 -0.624 -3.204
H -2.702 -1.738 -0.359
H -1.239 -0.390 -4.239
H -3.293 -1.818 -3.053
H 1.031 0.864 -3.483
H 3.029 -0.914 -3.244
H 0.477 3.443 -2.821
H 4.311 -2.305 -1.229
H 0.039 4.904 -0.497
H 2.847 -1.777 1.028
H -0.015 3.029 1.500
H -0.420 -2.185 1.279
C 0.218 -2.351 2.179
H 0.905 -3.167 1.954
H 0.804 -1.453 2.480
H -0.448 -2.610 2.998
Cl -1.990 -1.227 4.696
C -1.513 0.435 4.309
Cl 0.255 0.679 4.297
C -2.166 0.855 2.918
O -3.220 1.450 3.128
O -1.638 0.629 1.772
H -1.953 1.091 5.071
*
```